138
Properties=species:S:1:pos:R:3:mulliken_charge:R:1 method="wB97M-V/def2-TZVPD" homo_lumo_gap_ev=8.953 charge=0 multiplicity=1 energy_ev=-106022.6835
S 2.984 2.465 -2.443 0.66
S 0.618 -0.095 -0.738 0.05
S 3.454 0.774 4.651 0.48
O 1.312 -0.073 0.605 -0.09
O -3.013 2.205 -2.782 -0.54
O 2.279 2.362 -1.174 -0.49
O -1.784 -0.639 5.791 -0.65
O -0.806 -5.528 1.574 -0.72
O -3.672 -0.492 -0.202 -0.22
O 0.130 -0.758 -6.529 -0.67
O 6.720 3.992 -0.449 -0.66
O -2.148 -3.500 -2.908 -0.59
O -1.913 4.100 1.890 -0.53
O 4.427 -3.601 1.183 -0.71
O 3.275 1.027 6.076 -0.67
N 0.689 -4.540 2.948 -0.03
N 4.889 2.667 -0.040 0.25
N 3.935 -1.459 0.848 0.33
N -0.085 -2.206 -4.793 0.07
N -4.033 0.365 -3.593 -0.07
N -0.648 5.505 0.634 -0.11
N -5.179 1.133 0.302 -0.09
N -1.429 1.646 5.651 0.00
N -1.303 -4.724 -1.157 0.17
C 1.783 2.228 -3.696 -0.73
C -1.193 5.057 1.788 0.69
C -0.045 -3.313 3.135 -0.43
C 0.259 -5.534 2.203 0.79
C 6.644 1.852 -1.516 -0.93
C -2.255 -3.970 -1.765 0.37
C 2.974 -0.942 4.359 -0.66
C -0.476 -1.651 -5.972 0.83
C -4.268 2.082 0.911 -0.48
C -5.000 2.593 -3.987 -1.38
C -4.820 -0.104 -0.183 0.60
C 4.322 3.472 1.036 -1.05
C -1.695 0.371 5.104 0.28
C -0.545 1.296 -0.622 -0.58
C -0.203 -5.261 -1.880 -0.82
C -3.962 1.719 -3.418 0.66
C -2.847 -0.450 -3.345 -0.10
C -0.698 4.811 -0.658 -0.21
C -0.588 -1.433 -0.634 0.43
C -3.450 -3.785 -0.827 -0.53
C 5.285 -1.055 1.191 -1.28
C -2.027 0.420 3.632 -0.57
C 6.134 2.953 -0.610 0.84
C 1.160 -1.741 -4.124 -0.52
C 2.236 -3.007 0.292 0.76
C -5.996 -0.971 -0.520 -1.52
C 3.638 -2.784 0.845 0.42
C -1.772 -2.236 -6.553 -1.13
C 3.324 4.143 -2.857 -1.17
C -1.082 6.047 2.956 -1.33
C -1.392 1.851 7.103 -0.96
C 1.083 -6.842 2.188 -1.21
C 2.008 1.366 3.849 -0.30
H 0.046 3.988 -0.693 -0.07
H -4.324 -4.205 -1.289 0.39
H -3.105 -1.516 -3.085 0.03
H -4.611 2.389 1.887 0.51
H -1.424 6.961 2.484 0.39
H -1.525 0.977 -0.310 -0.58
H 5.526 -1.578 2.102 0.41
H 4.477 1.743 -0.074 -0.08
H 2.248 2.443 -4.668 0.54
H -1.799 5.728 3.704 0.28
H 0.480 -2.449 2.753 -0.23
H -4.695 -0.002 -4.246 0.24
H 0.046 2.002 -0.066 0.76
H 2.063 -1.153 4.861 0.43
H -2.337 1.695 7.603 0.33
H -3.554 -2.675 -0.776 -0.29
H -4.529 3.011 -4.886 0.32
H 7.582 1.468 -1.073 0.34
H -1.659 4.264 -0.661 0.09
H 2.073 -6.667 2.646 0.34
H -5.707 -1.546 -1.400 0.28
H -6.144 -1.672 0.281 0.31
H -1.252 0.944 2.999 0.14
H 1.535 -4.746 3.451 0.18
H -0.068 6.103 3.354 0.35
H 0.964 -1.121 -3.201 -0.25
H 3.763 -1.609 4.691 0.50
H -0.040 -2.300 -0.433 0.12
H -1.562 -5.179 -0.255 0.22
H -1.656 -3.233 -6.928 0.39
H 4.871 4.411 1.139 0.39
H -0.572 -5.702 -2.818 0.35
H 2.235 -2.744 -0.752 0.20
H -1.731 2.431 5.074 0.23
H -2.922 1.044 3.437 0.35
H -2.315 -0.250 -4.255 0.34
H 1.670 -2.593 -3.679 0.33
H -0.605 5.446 -1.547 0.30
H 4.045 4.596 -2.187 0.31
H 1.924 2.436 4.020 0.47
H 6.855 2.270 -2.490 0.27
H -5.182 3.368 -3.224 0.29
H 0.423 -5.957 -1.299 0.24
H -3.230 -4.209 0.140 0.38
H -3.270 1.658 1.017 -0.36
H 3.230 -0.837 0.471 -0.25
H -2.370 0.127 -2.529 -0.29
H 1.260 -7.231 1.168 0.26
H -0.644 -2.912 -4.386 0.13
H 5.940 1.019 -1.531 0.15
H -2.472 -2.277 -5.746 0.26
H -0.449 1.679 -1.667 0.27
H 1.549 -2.314 0.730 -0.95
H -1.094 -1.471 -1.610 -0.44
H 0.972 2.987 -3.612 0.24
H -1.070 2.884 7.296 0.35
H -6.868 -0.432 -0.891 0.48
H 0.682 -7.657 2.804 0.35
H 2.831 -1.095 3.313 -0.19
H 1.317 1.268 -3.677 -0.13
H -5.930 2.158 -4.289 0.41
H 0.347 -4.432 -2.313 0.09
H 2.037 -4.089 0.391 0.09
H 2.385 4.689 -2.822 0.30
H -2.166 -1.623 -7.369 0.30
H -2.124 -0.607 3.294 0.22
H -0.644 1.211 7.600 0.27
H -6.192 1.294 0.231 0.22
H -1.284 -1.202 0.162 0.23
H 5.311 0.029 1.339 0.38
H -4.090 2.910 0.251 0.25
H 1.986 1.074 2.793 -0.12
H -0.989 -3.426 2.564 0.19
H -0.292 -3.148 4.188 0.40
H 0.127 6.199 0.775 0.26
H 3.654 4.132 -3.893 0.48
H 3.301 3.745 0.848 0.24
H 6.044 -1.251 0.470 0.35
H 1.841 -1.316 -4.878 0.42
H 1.174 0.898 4.428 -0.02
H 4.442 2.943 1.980 0.31